{"formula": "CH2F3NO2S", "method": "ωB97M-V/def2-TZVPD", "e_tot_ha": -942.3133, "fmax_ha_per_bohr": 0.078, "spin_multiplicity": 1, "gap_ha": 0.37970, "symbols": ["C", "N", "O", "O", "F", "F", "F", "S", "H", "H"], "xyz": [[-2.042, -0.131, -0.030], [1.727, 0.020, -0.168], [-1.136, -0.371, 0.855], [4.167, 0.520, -0.149], [-3.059, -1.081, 0.045], [-2.755, 0.998, 0.208], [-1.608, -0.126, -1.282], [3.149, -0.545, -0.149], [1.810, 1.013, 0.192], [-0.252, -0.297, 0.478]]}

=====

{"formula": "C2H8N2O2", "method": "ωB97M-V/def2-TZVPD", "e_tot_ha": -340.9366, "fmax_ha_per_bohr": 0.096, "smiles": "O=CO.NCN", "spin_multiplicity": 1, "gap_ha": 0.35620, "symbols": ["O", "C", "O", "H", "H", "N", "C", "N", "H", "H", "H", "H", "H", "H"], "xyz": [[4.443, 0.307, 2.245], [5.495, 0.371, 2.863], [6.662, 0.891, 2.641], [5.651, -0.330, 3.786], [7.021, 1.014, 1.718], [-2.875, 0.192, -0.530], [-3.713, -0.407, -1.480], [-3.033, -0.450, -2.843], [-3.538, 0.651, 0.131], [-2.309, -0.539, -0.094], [-4.172, -1.378, -0.980], [-4.603, 0.172, -1.742], [-2.884, 0.525, -3.086], [-2.144, -1.017, -2.628]]}

=====

{"formula": "H20O10", "method": "ωB97M-V/def2-TZVPD", "e_tot_ha": -764.1726, "fmax_ha_per_bohr": 0.239, "spin_multiplicity": 1, "gap_ha": 0.24955, "symbols": ["H", "H", "H", "H", "H", "H", "H", "H", "H", "H", "H", "H", "H", "H", "H", "H", "H", "H", "H", "H", "O", "O", "O", "O", "O", "O", "O", "O", "O", "O"], "xyz": [[-0.230, -0.299, -0.305], [-0.348, 0.932, 0.579], [-1.943, 1.432, 3.622], [-0.438, 1.449, 3.835], [3.295, 0.145, -1.854], [3.006, -1.054, -2.742], [-1.144, -4.488, 0.070], [-2.399, -3.908, -0.560], [-2.201, -0.567, -2.296], [-1.509, 0.498, -1.462], [0.107, -1.317, 2.469], [0.482, -0.980, 3.903], [1.412, 2.469, 2.917], [2.055, 1.098, 3.049], [-3.879, -1.146, 0.379], [-2.857, -0.335, -0.401], [0.994, 1.563, -3.970], [1.648, 2.907, -3.695], [1.467, 1.455, -1.499], [1.824, 0.652, -0.258], [-0.022, 0.642, -0.281], [-1.122, 1.733, 3.218], [2.952, -0.756, -1.827], [-1.572, -4.349, -0.783], [-2.149, 0.387, -2.175], [0.836, -1.373, 3.097], [1.626, 1.678, 2.410], [-2.991, -1.197, 0.007], [1.665, 2.166, -4.310], [1.438, 0.562, -1.137]]}

=====

{"formula": "C40H42F6INSi", "method": "ωB97M-V/def2-TZVPD", "e_tot_ha": -2790.5142, "fmax_ha_per_bohr": 0.063, "smiles": "NCCCC[SiH2]I.Fc1ccccc1.Fc1ccccc1.Fc1ccccc1.Fc1ccccc1.Fc1ccccc1.Fc1ccccc1", "spin_multiplicity": 1, "gap_ha": 0.34555, "symbols": ["N", "C", "C", "C", "C", "Si", "I", "H", "H", "H", "H", "H", "H", "H", "H", "H", "H", "H", "H", "F", "C", "C", "C", "C", "C", "C", "H", "H", "H", "H", "H", "F", "C", "C", "C", "C", "C", "C", "H", "H", "H", "H", "H", "F", "C", "C", "C", "C", "C", "C", "H", "H", "H", "H", "H", "F", "C", "C", "C", "C", "C", "C", "H", "H", "H", "H", "H", "F", "C", "C", "C", "C", "C", "C", "H", "H", "H", "H", "H", "F", "C", "C", "C", "C", "C", "C", "H", "H", "H", "H", "H"], "xyz": [[2.040, -6.081, 2.422], [1.238, -4.870, 2.403], [-0.056, -4.816, 3.219], [-1.280, -4.437, 2.398], [-1.770, -5.551, 1.473], [-2.158, -7.169, 2.283], [-3.340, -6.750, 4.369], [1.555, -6.839, 1.966], [2.206, -6.389, 3.368], [1.887, -4.056, 2.721], [1.014, -4.671, 1.354], [-0.199, -5.794, 3.687], [0.046, -4.112, 4.040], [-1.030, -3.560, 1.800], [-2.099, -4.134, 3.043], [-1.018, -5.758, 0.706], [-2.670, -5.239, 0.945], [-0.971, -7.977, 2.625], [-3.063, -7.984, 1.447], [-3.348, -2.087, 1.762], [-2.725, -0.891, 1.657], [-2.551, -0.139, 2.799], [-1.873, 1.066, 2.682], [-1.380, 1.486, 1.456], [-1.575, 0.699, 0.329], [-2.260, -0.504, 0.419], [-2.935, -0.498, 3.743], [-1.723, 1.675, 3.564], [-0.847, 2.422, 1.372], [-1.192, 1.021, -0.632], [-2.418, -1.142, -0.440], [1.808, -4.818, 5.822], [1.598, -4.099, 6.950], [0.319, -3.652, 7.205], [0.111, -2.914, 8.361], [1.162, -2.644, 9.226], [2.433, -3.115, 8.934], [2.667, -3.854, 7.783], [-0.481, -3.886, 6.516], [-0.884, -2.554, 8.587], [0.990, -2.070, 10.126], [3.256, -2.907, 9.605], [3.647, -4.234, 7.530], [-1.175, 3.159, -1.603], [-2.089, 4.053, -2.064], [-3.408, 3.671, -2.161], [-4.303, 4.605, -2.665], [-3.871, 5.863, -3.062], [-2.530, 6.201, -2.955], [-1.618, 5.290, -2.442], [-3.713, 2.682, -1.850], [-5.348, 4.338, -2.753], [-4.578, 6.575, -3.462], [-2.183, 7.173, -3.280], [-0.562, 5.502, -2.351], [0.555, 3.064, -7.569], [0.464, 2.239, -6.496], [-0.185, 2.696, -5.371], [-0.272, 1.840, -4.283], [0.271, 0.566, -4.333], [0.930, 0.147, -5.480], [1.037, 0.986, -6.581], [-0.619, 3.685, -5.347], [-0.787, 2.174, -3.392], [0.180, -0.096, -3.484], [1.363, -0.844, -5.525], [1.540, 0.685, -7.489], [2.562, -0.354, -2.347], [2.232, -1.164, -1.315], [1.443, -0.645, -0.310], [1.082, -1.487, 0.733], [1.507, -2.807, 0.756], [2.302, -3.291, -0.274], [2.675, -2.469, -1.328], [1.124, 0.387, -0.356], [0.458, -1.103, 1.530], [1.218, -3.457, 1.570], [2.636, -4.320, -0.261], [3.290, -2.821, -2.145], [0.239, 5.792, -4.772], [1.222, 6.702, -4.962], [1.641, 7.456, -3.888], [2.648, 8.386, -4.104], [3.210, 8.541, -5.363], [2.761, 7.759, -6.418], [1.754, 6.824, -6.228], [1.191, 7.319, -2.915], [2.995, 8.991, -3.277], [3.995, 9.266, -5.521], [3.197, 7.873, -7.402], [1.386, 6.196, -7.027]]}